# 1
DFT (ωB97M-V with the def2-TZVPD basis set) results for a molecular structure, C49H51AsGeN10O3PSTi.

Summary:
* DFT total energy: -233277.8556 eV
* energy above the lowest of the compared OMol25 structures with the same formula, charge and spin: 27.8 kcal/mol
* spin multiplicity: 2
* HOMO (spin up / spin down): -0.196 / -0.196 Ha

Element x y z (Å)
Ti  0.13  0.74  -0.73
C  -4.77  4.70  -2.91
N  -3.70  3.83  -3.39
C  -3.54  3.37  -4.66
C  -2.41  2.60  -4.65
N  -1.87  2.57  -3.40
C  -2.65  3.32  -2.65
P  -2.53  3.60  -0.85
C  -0.72  3.79  -0.72
N  0.23  2.92  -1.04
C  1.39  3.63  -1.18
C  1.15  4.95  -0.93
N  -0.19  5.04  -0.63
C  -0.86  6.28  -0.24
C  -2.73  1.86  -0.31
N  -1.99  0.88  -0.80
C  -2.82  -0.16  -1.07
C  -4.10  0.18  -0.70
N  -4.03  1.45  -0.23
C  -5.15  2.19  0.34
H  -5.39  4.98  -3.75
H  -4.36  5.60  -2.46
H  -5.38  4.20  -2.17
H  -4.22  3.64  -5.45
H  -1.96  2.05  -5.46
H  2.32  3.16  -1.45
H  1.79  5.81  -0.93
H  -0.35  6.71  0.62
H  -1.88  6.07  0.03
H  -0.84  6.99  -1.06
H  -2.46  -1.08  -1.49
H  -5.02  -0.38  -0.73
H  -5.63  1.60  1.11
H  -5.88  2.44  -0.43
H  -4.78  3.11  0.79
C  2.84  -5.97  -1.34
O  4.24  -5.71  -1.35
C  4.64  -4.58  -1.99
C  3.78  -3.77  -2.73
C  4.26  -2.62  -3.33
C  5.60  -2.25  -3.20
C  6.45  -3.09  -2.50
C  5.98  -4.24  -1.88
N  6.26  -1.13  -3.85
N  5.70  -0.06  -4.14
C  4.38  0.27  -3.63
C  3.47  0.70  -4.55
C  2.09  0.82  -4.24
C  1.65  0.60  -2.96
O  0.41  0.49  -2.60
C  2.66  0.43  -1.93
N  2.19  0.41  -0.65
C  2.99  -0.03  0.28
C  4.35  -0.31  0.06
C  4.86  -0.17  -1.19
C  4.00  0.17  -2.26
H  2.70  -6.83  -0.70
H  2.48  -6.21  -2.35
H  2.28  -5.12  -0.95
H  2.73  -4.00  -2.82
H  3.57  -2.02  -3.90
H  7.49  -2.81  -2.41
H  6.64  -4.89  -1.31
H  3.81  0.82  -5.57
H  1.37  1.02  -5.02
H  2.55  -0.18  1.26
H  4.97  -0.64  0.88
H  5.92  -0.34  -1.37
O  1.52  -2.29  -1.11
S  0.07  -1.80  -0.85
N  -0.06  -0.81  0.54
C  -4.88  -4.13  0.22
C  -5.00  -3.15  1.20
C  -3.87  -2.47  1.64
C  -2.59  -2.74  1.13
C  -2.50  -3.75  0.15
C  -3.63  -4.43  -0.30
Ge  -1.05  -1.70  1.82
C  0.17  -2.90  2.75
C  0.59  -2.67  4.06
C  1.45  -3.55  4.70
C  1.90  -4.69  4.04
C  1.50  -4.93  2.73
C  0.65  -4.04  2.09
C  -1.92  -0.52  3.13
C  -2.19  0.82  2.87
C  -2.88  1.61  3.79
C  -3.31  1.07  4.99
C  -3.07  -0.28  5.26
C  -2.39  -1.06  4.33
H  -5.76  -4.67  -0.12
H  -5.97  -2.92  1.62
H  -3.99  -1.70  2.39
H  -1.54  -3.99  -0.28
H  -3.52  -5.20  -1.05
H  0.24  -1.78  4.59
H  1.76  -3.36  5.72
H  2.56  -5.38  4.55
H  1.86  -5.80  2.21
H  0.36  -4.23  1.06
H  -1.87  1.25  1.94
H  -3.07  2.66  3.57
H  -3.84  1.68  5.71
H  -3.43  -0.71  6.18
H  -2.22  -2.11  4.55
C  2.62  2.86  1.96
As  0.84  2.03  1.92
C  -0.10  3.63  2.59
C  1.06  1.10  3.63
H  2.76  3.35  2.93
H  2.73  3.59  1.17
H  3.40  2.10  1.84
H  0.43  4.52  2.23
H  -1.12  3.66  2.22
H  -0.11  3.64  3.67
H  1.73  1.67  4.27
H  1.47  0.11  3.46
H  0.09  0.99  4.11

***

# 2
DFT (ωB97M-V with the def2-TZVPD basis set) results for a molecular structure, C49H51AsN8O3SSeY.

Summary:
* DFT total energy: -207770.1268 eV
* energy above the lowest of the compared OMol25 structures with the same formula, charge and spin: 3.9 kcal/mol
* spin multiplicity: 1
* net charge: +1
* HOMO: -0.387 Ha

Element x y z (Å)
Y  -0.40  -0.82  -0.64
C  -3.92  1.88  0.42
C  -3.59  2.62  1.56
C  -2.33  2.49  2.09
C  -1.39  1.64  1.49
N  -1.70  0.97  0.37
C  -2.94  1.09  -0.13
N  -0.17  1.53  2.14
C  0.91  1.01  1.65
N  1.16  0.44  0.41
C  2.52  0.16  0.35
N  3.23  -0.28  -0.62
C  2.78  -0.69  -1.85
C  3.74  -0.71  -2.87
C  3.41  -1.14  -4.13
C  2.11  -1.60  -4.37
C  1.23  -1.56  -3.32
N  1.52  -1.11  -2.09
C  3.15  0.50  1.64
C  4.45  0.37  2.09
C  4.71  0.76  3.39
C  3.70  1.27  4.21
C  2.40  1.42  3.75
C  2.15  1.01  2.45
H  -4.90  1.93  -0.02
H  -4.32  3.27  2.03
H  -2.02  3.02  2.99
H  -3.15  0.51  -1.02
H  4.74  -0.37  -2.62
H  4.15  -1.15  -4.92
H  1.80  -1.97  -5.33
H  0.21  -1.91  -3.47
H  5.22  -0.04  1.44
H  5.71  0.66  3.79
H  3.94  1.57  5.22
H  1.61  1.82  4.37
O  -2.30  -1.71  0.82
S  -1.58  -2.89  1.35
O  -2.24  -4.14  1.14
N  -0.11  -2.76  0.71
C  0.88  -2.64  1.68
O  2.05  -2.50  1.44
C  0.28  -2.58  3.06
C  0.94  -2.42  4.26
C  0.18  -2.36  5.42
C  -1.20  -2.47  5.38
C  -1.88  -2.63  4.17
C  -1.10  -2.67  3.03
H  2.02  -2.34  4.27
H  0.68  -2.23  6.37
H  -1.77  -2.42  6.30
H  -2.95  -2.72  4.13
C  -5.37  4.15  -5.70
C  -3.88  3.87  -5.58
C  -3.56  2.44  -5.17
C  -3.86  2.13  -3.70
N  -2.99  2.87  -2.79
C  -1.73  2.51  -2.45
Se  -0.88  0.97  -3.07
N  -1.25  3.42  -1.59
C  0.09  3.45  -0.99
C  0.99  4.49  -1.65
C  1.48  4.09  -3.04
C  2.48  2.94  -3.01
C  -2.22  4.37  -1.34
C  -2.23  5.48  -0.49
C  -3.40  6.22  -0.45
C  -4.51  5.87  -1.22
C  -4.50  4.77  -2.06
C  -3.33  4.03  -2.10
H  -5.56  5.19  -5.96
H  -5.91  3.94  -4.77
H  -5.81  3.52  -6.48
H  -3.42  4.57  -4.87
H  -3.40  4.07  -6.54
H  -2.50  2.21  -5.34
H  -4.14  1.74  -5.78
H  -3.72  1.07  -3.50
H  -4.89  2.39  -3.44
H  0.50  2.45  -1.05
H  -0.06  3.68  0.07
H  1.85  4.64  -0.99
H  0.46  5.44  -1.69
H  1.94  4.96  -3.51
H  0.63  3.82  -3.67
H  3.37  3.21  -2.43
H  2.81  2.68  -4.02
H  2.05  2.04  -2.57
H  -1.37  5.75  0.10
H  -3.45  7.09  0.19
H  -5.41  6.48  -1.15
H  -5.37  4.52  -2.65
C  -3.94  -3.19  -1.76
As  -2.14  -2.76  -2.36
C  -2.51  -2.45  -4.24
C  -1.27  -4.53  -2.37
C  -1.99  -5.55  -3.19
C  -2.99  -6.34  -2.62
C  -3.68  -7.27  -3.39
C  -3.38  -7.42  -4.74
C  -2.38  -6.65  -5.31
C  -1.69  -5.72  -4.54
H  -4.37  -3.94  -2.42
H  -4.54  -2.28  -1.78
H  -3.90  -3.57  -0.74
H  -2.94  -3.34  -4.69
H  -1.62  -2.16  -4.79
H  -3.22  -1.62  -4.30
H  -1.21  -4.82  -1.31
H  -0.25  -4.37  -2.72
H  -3.22  -6.24  -1.57
H  -4.45  -7.88  -2.93
H  -3.91  -8.15  -5.33
H  -2.13  -6.77  -6.35
H  -0.90  -5.13  -4.99

***

# 3
DFT (ωB97M-V with the def2-TZVPD basis set) results for a molecular structure, C49H51BaN18O3.

Summary:
* DFT total energy: -85298.4560 eV
* energy above the lowest of the compared OMol25 structures with the same formula, charge and spin: 3.7 kcal/mol
* spin multiplicity: 1
* net charge: +1
* HOMO: -0.378 Ha

Element x y z (Å)
Ba  0.40  0.22  -0.33
C  0.75  0.36  3.29
C  -0.48  1.21  2.95
N  -0.28  2.03  1.74
C  0.68  3.13  1.87
C  2.07  2.91  1.24
C  2.95  3.97  1.13
C  4.20  3.73  0.56
C  4.54  2.46  0.15
C  3.62  1.44  0.31
C  3.97  -0.01  -0.06
N  2.84  -0.94  -0.07
C  2.78  -1.91  1.03
C  2.36  -1.27  2.35
N  1.00  -0.69  2.29
N  2.40  1.68  0.83
H  1.63  1.01  3.33
H  0.62  -0.05  4.30
H  -1.33  0.54  2.79
H  -0.72  1.84  3.82
H  -1.18  2.41  1.45
H  0.25  4.02  1.40
H  0.82  3.39  2.92
H  2.68  4.96  1.47
H  4.90  4.55  0.44
H  5.51  2.25  -0.28
H  4.44  0.00  -1.05
H  4.74  -0.35  0.64
H  2.81  -1.47  -0.96
H  2.06  -2.69  0.75
H  3.75  -2.41  1.18
H  2.45  -2.01  3.15
H  3.06  -0.46  2.58
H  0.33  -1.43  2.45
C  -5.95  -3.60  4.11
N  -4.52  -3.34  4.06
C  -3.82  -2.60  3.20
N  -2.54  -2.58  3.52
C  -2.53  -3.36  4.64
N  -3.69  -3.84  5.00
C  -6.71  -2.37  4.53
C  -7.00  -2.12  5.87
C  -7.67  -0.96  6.23
C  -8.04  -0.04  5.27
C  -7.74  -0.28  3.94
C  -7.10  -1.45  3.57
C  -8.08  0.73  2.91
N  -8.81  1.77  2.99
N  -8.74  2.39  1.72
C  -7.99  1.65  1.01
O  -7.51  0.56  1.68
C  -7.54  1.84  -0.39
C  -8.09  2.88  -1.14
C  -7.67  3.08  -2.44
C  -6.70  2.26  -2.99
C  -6.15  1.22  -2.26
C  -5.12  0.31  -2.90
N  -4.13  -0.16  -1.93
C  -3.30  0.57  -1.20
N  -2.57  -0.18  -0.42
C  -3.02  -1.44  -0.72
N  -3.98  -1.47  -1.63
C  -6.58  1.00  -0.95
H  -6.08  -4.42  4.80
H  -6.26  -3.93  3.12
H  -4.30  -2.10  2.37
H  -1.64  -3.59  5.20
H  -6.70  -2.84  6.62
H  -7.90  -0.78  7.27
H  -8.55  0.88  5.55
H  -6.89  -1.64  2.52
H  -8.84  3.51  -0.69
H  -8.10  3.88  -3.02
H  -6.37  2.43  -4.01
H  -4.61  0.83  -3.71
H  -5.56  -0.60  -3.31
H  -3.28  1.65  -1.27
H  -2.64  -2.34  -0.27
H  -6.16  0.19  -0.37
N  -0.89  -1.61  -4.25
N  0.47  -1.91  -4.03
C  0.98  -1.95  -2.74
O  2.14  -2.36  -2.59
O  0.24  -1.45  -1.80
H  -1.46  -2.44  -4.16
H  -0.99  -1.24  -5.18
H  0.93  -2.54  -4.66
N  5.61  3.24  -5.53
C  6.24  4.25  -6.23
C  7.36  4.25  -7.07
C  7.71  5.46  -7.62
C  6.98  6.64  -7.35
C  5.88  6.62  -6.52
C  5.51  5.40  -5.95
N  4.46  5.11  -5.09
C  4.56  3.83  -4.87
C  3.63  3.07  -4.01
C  3.57  1.68  -4.02
C  2.65  1.04  -3.20
N  1.82  1.69  -2.38
C  1.90  3.03  -2.38
C  2.77  3.75  -3.17
H  5.88  2.28  -5.48
H  7.92  3.35  -7.28
H  8.57  5.51  -8.27
H  7.30  7.56  -7.80
H  5.32  7.52  -6.31
H  4.19  1.08  -4.67
H  2.60  -0.05  -3.21
H  1.22  3.54  -1.71
H  2.78  4.83  -3.13
C  -3.13  4.87  -2.77
C  -2.73  5.30  -1.52
C  -1.77  4.57  -0.83
N  -1.21  3.46  -1.31
C  -1.59  3.06  -2.53
C  -2.54  3.73  -3.29
H  -3.88  5.41  -3.33
H  -3.15  6.20  -1.07
H  -1.45  4.90  0.15
H  -1.11  2.18  -2.93
H  -2.80  3.36  -4.27

***

# 4
DFT (ωB97M-V with the def2-TZVPD basis set) results for 7 unconnected molecules or ions with the total composition C49H54BF6IN4O27.

Summary:
* SMILES string: C=Cc1c(C(=O)C(F)(F)C(F)(F)C(F)(F)C(=O)O)c(B(N)O)c(OCCNC[C@H](C)O)c2c1C(=O)c1c(cc(N=C=O)c(I)c1NCCCC)C2=O.O=C1OCCO1.O=C1OCCO1.O=C1OCCO1.O=C1OCCO1.O=C1OCCO1.O=C1OCCO1
* DFT total energy: -137979.5078 eV
* spin multiplicity: 1
* HOMO: -0.320 Ha

Element x y z (Å)
C  4.52  -1.06  -0.31
C  3.40  -1.00  -1.29
C  1.84  -1.20  -0.82
C  0.91  -0.07  -0.06
C  1.53  1.41  0.26
O  2.10  1.57  1.49
C  1.50  2.73  -0.71
F  0.11  2.86  -1.29
F  1.71  4.01  0.04
C  2.51  2.67  -2.00
F  2.22  1.48  -2.88
F  2.15  3.86  -2.86
C  4.10  2.84  -1.64
F  4.50  4.30  -1.69
F  4.50  2.36  -0.30
C  5.10  2.06  -2.73
O  4.94  2.15  -4.07
O  6.22  1.24  -2.16
C  -0.65  -0.45  0.40
B  -1.65  0.61  1.20
N  -2.42  0.21  2.49
O  -1.93  2.01  0.73
C  -1.33  -1.95  0.09
O  -2.70  -2.34  0.46
C  -2.76  -2.95  1.80
C  -4.32  -2.70  2.34
N  -4.90  -3.89  3.07
C  -5.06  -5.11  2.19
C  -5.93  -4.87  0.82
C  -7.40  -4.21  1.18
O  -6.09  -6.20  0.14
C  -0.41  -3.06  -0.69
C  1.16  -2.68  -1.15
C  2.00  -3.88  -1.96
O  3.27  -4.19  -1.71
C  1.09  -4.70  -3.09
C  -0.48  -5.07  -2.64
C  -1.52  -5.86  -3.64
C  -0.95  -6.27  -5.16
N  -1.95  -6.96  -6.06
C  -1.64  -8.32  -6.18
O  -1.06  -9.43  -6.71
C  0.61  -5.88  -5.61
I  1.17  -6.44  -7.69
C  1.68  -5.09  -4.60
N  3.10  -4.70  -5.01
C  3.09  -3.16  -5.10
C  3.41  -2.59  -6.61
C  3.45  -0.93  -6.48
C  4.96  -0.47  -6.02
C  -0.96  -4.58  -1.12
O  -1.70  -5.36  -0.32
H  5.54  -1.56  -0.60
H  4.43  -0.56  0.74
H  3.63  -0.80  -2.44
H  6.06  0.26  -2.39
H  -3.42  0.14  2.14
H  -2.47  1.06  3.13
H  -2.38  1.91  -0.17
H  -2.45  -4.08  1.83
H  -2.03  -2.40  2.57
H  -4.95  -2.33  1.42
H  -4.26  -1.78  3.09
H  -4.28  -4.17  3.86
H  -4.02  -5.59  1.92
H  -5.65  -5.93  2.82
H  -5.35  -4.20  0.05
H  -8.22  -4.81  0.58
H  -7.59  -4.28  2.34
H  -7.47  -3.08  0.80
H  -5.19  -6.41  -0.28
H  -2.60  -6.09  -3.26
H  3.34  -5.13  -5.94
H  2.04  -2.70  -4.79
H  3.89  -2.71  -4.35
H  2.48  -2.82  -7.32
H  4.43  -2.97  -7.07
H  3.10  -0.42  -7.51
H  2.72  -0.63  -5.59
H  5.78  -1.13  -6.54
H  5.04  -0.64  -4.85
H  5.22  0.66  -6.20
O  -0.81  -2.40  3.61
C  0.28  -1.96  3.93
O  0.75  -1.89  5.21
C  2.12  -1.54  5.13
C  2.22  -0.86  3.81
O  1.20  -1.47  3.04
H  2.40  -0.88  5.96
H  2.72  -2.45  5.19
H  2.02  0.21  3.87
H  3.20  -1.02  3.34
O  7.60  6.76  3.45
C  6.96  6.06  2.68
O  6.19  6.55  1.66
C  5.79  5.43  0.88
C  5.89  4.29  1.84
O  6.91  4.70  2.73
H  4.78  5.57  0.50
H  6.48  5.33  0.04
H  4.96  4.14  2.40
H  6.16  3.35  1.34
O  7.05  6.84  -3.84
C  6.90  7.58  -2.88
O  6.25  8.79  -2.92
C  6.10  9.22  -1.58
C  7.19  8.49  -0.86
O  7.36  7.31  -1.62
H  6.20  10.30  -1.51
H  5.10  8.93  -1.23
H  8.13  9.05  -0.86
H  6.92  8.25  0.17
O  -6.05  1.15  -1.77
C  -5.78  2.31  -1.50
O  -6.15  3.38  -2.26
C  -5.86  4.54  -1.50
C  -4.79  4.07  -0.56
O  -5.08  2.70  -0.40
H  -5.52  5.35  -2.15
H  -6.77  4.86  -0.98
H  -3.79  4.18  -0.99
H  -4.83  4.60  0.40
O  -3.86  0.17  8.29
C  -2.96  -0.65  8.21
O  -1.90  -0.70  9.07
C  -1.21  -1.90  8.79
C  -1.59  -2.20  7.38
O  -2.88  -1.62  7.26
H  -0.13  -1.77  8.91
H  -1.55  -2.68  9.49
H  -0.92  -1.72  6.65
H  -1.63  -3.27  7.17
O  -7.04  5.32  2.37
C  -7.57  4.22  2.33
O  -8.23  3.64  3.37
C  -8.89  2.50  2.86
C  -8.09  2.16  1.64
O  -7.58  3.41  1.22
H  -8.89  1.69  3.59
H  -9.92  2.76  2.61
H  -7.25  1.50  1.86
H  -8.70  1.71  0.85

***

Question: Which formula does entry 3 have?
Answer: C49H51BaN18O3

***

Question: Among the records above, which one has the lowest DFT total energy?
Answer: C49H51AsGeN10O3PSTi